80
Properties=species:S:1:pos:R:3:forces:R:3 method="wB97M-V/def2-TZVPD" homo_lumo_gap_ha=0.314 smiles=c1cc[nH]c1.c1cc[nH]c1.c1cc[nH]c1.c1cc[nH]c1.c1cc[nH]c1.c1cc[nH]c1.c1cc[nH]c1.c1cc[nH]c1 mol_weight_da=536.73 homo_ev=-8.057
N -15.6267 4.0267 67.1919 2.10 2.61 0.77
C -14.2179 4.2281 67.0336 -4.55 5.63 -1.62
C -14.0916 5.5852 66.6181 -2.75 -0.75 0.57
C -15.5107 6.1517 66.5403 4.38 -7.05 3.64
C -16.3296 5.2207 67.1570 10.96 -1.02 -3.72
H -16.1192 3.2325 67.4127 -0.47 -2.20 0.98
H -13.4843 3.6019 67.2973 2.16 -2.65 0.76
H -13.1949 6.2025 66.6083 -0.16 -0.50 -0.46
H -15.8919 6.9983 66.3215 -1.71 6.16 -1.65
H -17.2346 5.3600 67.2036 -9.57 0.45 0.87
N -17.0408 1.5565 66.9708 -2.60 1.42 -2.81
C -15.9204 1.0244 67.5725 -6.57 2.34 3.98
C -16.1482 1.1577 68.9128 -1.60 1.87 1.83
C -17.4943 1.9961 69.0378 3.84 -1.79 1.19
C -17.9572 2.2418 67.8375 4.50 -4.01 -1.65
H -17.4064 1.4873 65.9924 1.40 -0.41 0.98
H -15.2029 0.6652 67.0445 4.35 -2.46 -3.18
H -15.5030 0.8510 69.7887 -0.87 0.53 -1.37
H -17.9005 2.5494 69.8128 -0.36 0.22 2.18
H -18.7942 2.6652 67.4788 -2.60 1.49 -1.23
N -22.3071 3.5606 61.5149 0.03 1.17 1.13
C -20.9344 3.3464 61.1742 -2.65 1.60 -1.31
C -20.6002 2.1378 61.6409 -0.71 -1.30 1.41
C -21.7804 1.6785 62.5625 4.08 0.57 -2.23
C -22.7014 2.6146 62.5110 -2.13 2.90 -2.42
H -22.9082 4.4019 61.2941 1.55 -1.45 0.51
H -20.4690 4.1221 60.5120 -0.25 -1.27 0.71
H -19.6752 1.6125 61.3197 -0.82 0.28 0.93
H -21.6483 0.8578 63.1708 -0.25 -1.64 1.09
H -23.7375 2.8091 62.8655 1.14 -0.77 0.18
N -19.3834 7.3458 65.0745 1.42 4.85 -1.39
C -20.1609 6.9416 66.1818 2.02 -2.55 -0.42
C -20.4312 5.5412 66.0353 1.05 2.84 -4.45
C -20.0667 5.3816 64.4879 -2.88 -3.54 3.48
C -19.5466 6.4923 63.9849 2.27 0.21 0.50
H -18.6963 8.3882 64.9001 -3.49 -4.36 1.19
H -20.1932 7.6300 67.0078 -0.12 -0.18 0.26
H -20.8225 4.7124 66.6389 -0.12 1.03 -0.18
H -20.3872 4.4361 63.9848 0.71 1.04 0.18
H -18.9355 6.5212 63.0559 -0.84 0.60 0.79
N -19.0251 3.2331 58.3500 -1.98 0.51 -1.18
C -17.7860 2.8899 58.8257 -2.31 -4.56 -0.75
C -17.1237 3.9742 58.8478 6.31 7.08 -0.08
C -17.9896 5.2071 58.2990 6.74 -1.28 2.78
C -19.0648 4.6381 58.0158 -4.57 -5.72 0.28
H -19.8226 2.6114 58.3539 0.16 0.33 -0.15
H -17.4446 1.7884 58.9316 -0.81 2.26 0.09
H -15.9701 4.0172 59.0658 -2.57 0.13 -0.32
H -17.9257 6.2622 58.2966 1.02 0.70 0.04
H -19.9610 5.1076 57.8286 -2.03 0.52 -0.80
N -15.7265 3.3190 64.1886 -0.09 1.33 5.75
C -14.9315 2.5226 63.4806 -3.61 1.36 -5.05
C -15.4628 2.4804 62.1222 -2.97 3.32 6.77
C -16.7303 3.3350 62.2400 4.12 -2.80 -1.64
C -16.7780 3.8081 63.4807 -0.92 1.61 1.21
H -15.6380 3.4995 65.3253 -0.13 -0.50 -3.94
H -14.2902 1.8772 63.8948 2.82 -1.77 1.56
H -14.8820 2.0680 61.4311 1.44 -1.81 -3.42
H -17.4368 3.4139 61.4951 -1.21 0.62 -1.46
H -17.4672 4.6086 63.8294 0.66 -1.09 0.20
N -17.8845 0.7292 63.6851 1.77 2.66 0.54
C -17.3020 -0.5548 63.6983 2.23 4.34 -2.49
C -18.0976 -1.3656 64.3076 -3.95 -4.05 1.75
C -19.3134 -0.5561 64.6976 0.85 -3.77 0.83
C -19.0746 0.6910 64.4035 -0.68 5.44 -1.93
H -17.3310 1.6819 63.5634 -1.50 -2.84 -0.11
H -16.4132 -0.6231 63.0684 -0.13 -0.44 0.64
H -17.9839 -2.5198 64.3253 -0.35 2.34 0.18
H -20.2341 -0.9162 65.0769 -0.46 -0.50 0.52
H -19.7829 1.7251 64.4149 2.20 -3.27 0.16
N -11.8370 1.3964 66.6352 0.82 1.68 -1.19
C -11.1377 2.0077 65.5740 -0.21 -0.23 -0.28
C -11.3836 1.2662 64.4112 0.21 1.24 0.45
C -12.3124 0.1837 64.9125 1.68 2.07 -1.31
C -12.5459 0.3149 66.2434 0.67 0.10 -2.00
H -11.5215 1.6433 67.5147 0.03 0.23 2.22
H -10.5588 2.9938 65.7626 -1.06 -2.15 -0.36
H -10.9098 1.7078 63.3727 -1.71 -1.94 2.66
H -12.8297 -0.5334 64.3740 -0.61 -1.18 -1.35
H -13.2915 -0.3039 66.6939 0.21 0.12 1.15

86
Properties=species:S:1:pos:R:3:forces:R:3 method="wB97M-V/def2-TZVPD" homo_lumo_gap_ha="0.218 / 0.222" mol_weight_da=1032.28 homo_ev="-8.973 / -9.066" charge=+1 spin_multiplicity=8 s_squared=15.76
Eu 0.4178 0.2927 1.0407 0.91 1.21 -0.03
I 3.6091 -4.1177 4.9176 0.17 -0.02 -0.05
C 2.8270 -2.3475 4.2348 -0.49 1.04 -0.64
C 2.5486 -1.2170 5.0081 -0.25 -0.41 -0.31
N 1.8581 -0.3422 4.2480 0.25 -1.11 -1.17
N 1.6873 -0.8339 2.9646 1.04 -0.66 1.10
C 2.3144 -2.0478 2.9365 -0.65 1.72 1.80
H 2.7746 -1.0244 6.0506 -0.09 -0.01 -0.23
H 1.4698 0.5695 4.5105 0.18 -0.45 -0.38
H 2.3569 -2.6117 2.0201 -0.08 -0.11 0.04
N -3.1971 -5.8965 -1.1166 -0.39 -0.67 -0.21
C -4.1633 -6.8990 -0.8865 0.32 1.60 1.25
C -4.6028 -7.9996 -1.5955 -0.42 -0.73 -0.05
C -5.6319 -8.7854 -1.0205 0.85 0.47 -0.88
C -6.2075 -8.4232 0.1899 0.23 1.41 1.21
C -5.7508 -7.2960 0.9083 0.04 -0.06 -0.52
C -4.7068 -6.5170 0.3817 -0.29 -1.51 -0.74
N -4.0808 -5.4220 0.9083 0.94 0.84 -1.55
C -3.1984 -5.0423 -0.0361 -2.15 -2.35 0.66
C -2.3606 -3.9102 0.1224 1.15 1.52 0.59
C -1.3622 -3.5470 -0.8024 -0.49 0.04 -0.03
C -0.5129 -2.4955 -0.5105 -0.64 0.30 1.01
N -0.6673 -1.8031 0.6358 -0.47 -1.05 0.25
C -1.6273 -2.1274 1.5425 0.40 -0.36 -1.23
C -2.5141 -3.1613 1.3147 0.67 -0.06 -0.42
H -2.5621 -5.8943 -1.9050 -0.19 0.15 0.30
H -4.1511 -8.2329 -2.5597 -0.24 -0.15 0.23
H -6.0011 -9.6724 -1.5415 0.20 0.37 0.09
H -7.0462 -8.9645 0.6106 0.13 -0.17 -0.15
H -6.1917 -6.9365 1.8318 -0.14 -0.41 0.00
H -1.3167 -4.0163 -1.7781 0.22 -0.19 0.17
H 0.3094 -2.1688 -1.1579 -0.45 -0.17 0.09
H -1.6352 -1.5380 2.4585 -0.14 -0.07 -0.13
H -3.2726 -3.4391 2.0307 -0.01 -0.03 -0.03
Br -1.0483 5.9116 5.2546 0.24 -0.43 -0.21
C -0.4993 4.4218 4.1738 0.41 0.14 -0.86
C 0.1594 4.6708 2.9437 -0.48 -0.73 0.40
C 0.4846 3.5789 2.1139 -0.33 2.91 1.36
C 0.1031 2.3642 2.5442 0.98 -4.50 -3.05
C -0.5437 2.0588 3.6845 -0.70 1.39 1.95
C -0.8133 3.1259 4.5568 -0.16 -0.36 0.26
H 0.3574 5.6707 2.6343 0.14 0.72 0.00
H 0.9908 3.7830 1.1639 -0.02 -0.13 0.14
H -0.9076 1.0458 3.9599 0.31 0.49 -0.10
H -1.2492 2.8976 5.5099 -0.38 0.34 0.42
C -2.6765 2.0352 -5.0899 0.56 -1.25 -0.20
C -2.4182 3.4024 -4.5206 -1.46 1.09 -0.17
C -3.6424 3.9439 -3.7210 0.71 -0.43 0.26
C -1.1511 3.5351 -3.7274 1.39 0.56 -0.66
N -0.9835 2.6608 -2.5721 0.02 -1.49 1.11
C -1.3329 2.8278 -1.2776 0.24 -0.64 -0.38
N -0.9177 1.7853 -0.5860 -0.28 0.09 -0.60
N -0.3309 0.9446 -1.4761 -0.26 0.64 -0.38
N -0.3602 1.4159 -2.6610 -0.42 1.53 0.11
H -3.6691 1.9335 -5.5311 0.03 0.22 0.05
H -2.5890 1.2375 -4.3243 -0.07 0.40 -0.29
H -1.9435 1.7941 -5.8855 -0.31 0.06 0.41
H -2.2912 4.0948 -5.3842 0.09 -0.28 0.55
H -3.9525 3.2028 -2.9543 -0.02 0.34 -0.46
H -4.4630 4.1220 -4.4257 0.07 0.05 0.44
H -3.3610 4.8681 -3.1751 -0.37 -0.31 -0.47
H -1.0410 4.5864 -3.3964 -0.01 -0.63 0.09
H -0.2863 3.3277 -4.3871 -0.33 0.00 0.43
H -1.9254 3.6196 -0.8423 0.28 0.19 -0.25
C 6.1070 1.4888 -1.8352 -0.17 0.70 -0.38
C 5.4625 0.4029 -0.9954 -0.62 -1.22 0.02
Sb 3.4845 0.9710 -0.2696 0.22 0.13 -0.13
C 3.1355 2.6783 -1.6316 -0.43 -0.57 0.63
C 3.7012 4.0046 -1.1344 0.60 0.57 -0.17
C 4.0333 1.8285 1.6577 -0.30 -0.12 -0.32
C 5.3304 2.6190 1.6612 0.26 0.36 0.00
H 7.1299 1.2578 -2.1327 -0.04 -0.19 -0.05
H 6.1488 2.4520 -1.3140 0.10 -0.26 0.14
H 5.5213 1.7156 -2.7505 0.43 -0.41 0.41
H 6.0617 0.0757 -0.1103 -0.41 0.34 -0.73
H 5.2232 -0.5185 -1.6033 0.57 0.89 0.57
H 2.0297 2.7084 -1.7610 0.72 0.03 0.04
H 3.5835 2.3428 -2.5827 -0.33 0.32 0.34
H 3.6209 4.1929 -0.0449 -0.23 -0.29 -0.61
H 3.2263 4.8539 -1.6466 0.08 -0.17 0.12
H 4.7809 4.0672 -1.3790 -0.57 0.01 0.20
H 4.1070 0.9697 2.3546 -0.13 0.31 -0.42
H 3.1490 2.4125 1.9577 0.34 -0.03 0.12
H 6.1376 2.0810 1.1573 -0.03 -0.09 0.16
H 5.6448 2.8068 2.6898 0.09 0.05 -0.04
H 5.2700 3.5915 1.1544 -0.17 -0.28 0.19

116
Properties=species:S:1:pos:R:3:forces:R:3 method="wB97M-V/def2-TZVPD" homo_lumo_gap_ha=0.308 mol_weight_da=1202.69 homo_ev=-11.857 charge=+1
N -1.8225 7.9604 -0.1529 -0.25 0.35 -0.30
S -2.1495 7.0065 -1.4862 0.30 0.13 -0.15
C -3.6702 6.0496 -1.0700 -0.05 -0.21 0.24
O -4.6140 6.1723 -2.0781 0.05 -0.18 -0.02
C -5.3078 7.3581 -2.1495 0.33 -0.17 0.41
F -5.6032 7.8103 -0.9317 -0.16 0.09 0.39
F -4.5698 8.2893 -2.7382 0.37 0.39 -0.27
F -6.3870 7.1557 -2.8282 -0.64 -0.16 -0.43
C -0.9264 5.7042 -1.2974 0.07 -0.12 0.08
C 0.4401 6.0551 -1.8622 0.01 -0.10 -0.02
O 1.4149 5.4398 -1.6375 -0.14 0.25 -0.16
F 0.4111 7.1344 -2.6747 0.00 -0.27 0.26
H -2.6482 8.0929 0.4307 0.14 -0.15 0.14
H -1.5201 8.8749 -0.4888 0.00 -0.05 0.10
H -3.3203 5.0198 -1.0600 -0.31 0.07 -0.01
H -4.0421 6.3345 -0.0814 0.19 0.11 -0.17
H -1.3191 4.8262 -1.8256 0.19 0.08 0.00
H -0.8019 5.4688 -0.2364 -0.12 -0.03 -0.11
C -0.6718 -0.2911 -3.9508 -0.16 0.09 0.02
C -0.2640 0.3234 -2.6334 0.26 -0.17 -0.07
O -1.1737 1.4006 -2.2457 -0.14 0.02 0.04
C -2.3179 1.0196 -1.7119 0.13 -0.02 0.02
O -2.7117 -0.0843 -1.4925 -0.07 0.07 -0.02
C -3.1301 2.2747 -1.3147 0.02 -0.09 -0.06
F -3.1406 3.2006 -2.3046 -0.03 -0.04 -0.07
F -2.5559 2.8828 -0.2524 -0.02 0.03 0.06
F -4.3788 1.9886 -1.0081 0.06 0.00 0.00
H -0.7233 0.4685 -4.7314 0.05 -0.01 -0.01
H 0.0675 -1.0362 -4.2420 0.02 0.00 0.01
H -1.6407 -0.7835 -3.8784 0.07 -0.01 0.03
H 0.7073 0.8075 -2.6943 -0.02 0.04 0.04
H -0.2397 -0.4102 -1.8295 -0.07 0.02 0.01
C -8.2598 6.7958 3.2263 0.10 0.03 -0.12
C -7.2127 6.8451 4.3129 -0.20 -0.05 0.15
O -5.8725 6.9611 3.7509 0.03 0.08 -0.05
C -5.5086 8.1658 3.3653 0.04 0.01 0.01
O -6.1194 9.1902 3.4013 0.01 -0.10 -0.02
C -4.0501 8.1147 2.8499 -0.03 0.06 -0.03
F -3.8600 7.0841 1.9731 -0.05 -0.02 0.08
F -3.1883 7.9574 3.8423 0.01 0.00 -0.04
F -3.7396 9.2252 2.1749 0.01 -0.03 0.04
H -8.0578 5.9765 2.5357 -0.03 -0.03 0.03
H -9.2385 6.6337 3.6760 -0.01 -0.01 0.01
H -8.2922 7.7286 2.6647 -0.02 0.02 0.04
H -7.1801 5.9213 4.8838 0.06 -0.01 -0.03
H -7.3722 7.6757 4.9985 0.04 0.05 -0.05
C -4.4496 -3.3260 0.1523 0.17 0.14 0.06
C -4.2674 -4.6218 -0.6003 -0.28 0.04 -0.08
O -2.8630 -4.8553 -0.8745 0.06 -0.09 0.02
C -2.1435 -5.3365 0.1215 0.03 0.01 0.01
O -2.5044 -5.6242 1.2249 0.00 0.03 -0.10
C -0.6787 -5.5196 -0.3450 -0.09 0.05 0.06
F -0.2348 -4.4377 -0.9995 0.02 -0.03 0.00
F -0.5816 -6.5726 -1.1633 0.03 0.02 0.01
F 0.1173 -5.7227 0.7033 0.01 -0.04 -0.03
H -3.9944 -2.5050 -0.4042 -0.05 0.00 -0.03
H -5.5096 -3.1080 0.2792 -0.02 -0.05 -0.02
H -3.9844 -3.3699 1.1369 -0.05 -0.05 0.01
H -4.7310 -4.5667 -1.5815 0.07 -0.01 -0.02
H -4.6751 -5.4787 -0.0656 0.11 0.01 0.08
C -7.8687 -1.0336 -4.7685 0.13 0.03 0.04
C -7.4733 -2.3085 -5.4771 -0.23 -0.02 -0.05
O -6.0329 -2.4626 -5.5199 0.08 -0.04 0.06
C -5.4623 -2.9198 -4.4220 0.06 0.02 0.05
O -5.9890 -3.2151 -3.3876 0.02 0.01 -0.09
C -3.9353 -3.0643 -4.6417 -0.12 -0.01 0.06
F -3.4222 -1.9669 -5.2155 0.00 -0.01 -0.02
F -3.6844 -4.1099 -5.4335 0.02 0.04 0.01
F -3.3193 -3.2514 -3.4784 0.01 0.00 -0.05
H -7.3964 -0.1728 -5.2427 -0.04 0.00 -0.02
H -8.9499 -0.9091 -4.8209 -0.01 0.00 -0.01
H -7.5751 -1.0603 -3.7199 -0.03 -0.03 0.00
H -7.7715 -2.2926 -6.5222 0.06 0.00 -0.01
H -7.9063 -3.1881 -5.0030 0.06 0.01 0.05
C 3.5201 -5.2551 0.9010 0.17 0.01 0.05
C 3.0421 -5.9426 2.1596 -0.24 0.01 -0.14
O 4.1503 -6.2742 3.0313 0.06 0.07 0.05
C 4.6219 -5.2852 3.7691 0.00 -0.01 0.04
O 4.2392 -4.1525 3.8142 0.02 -0.09 -0.03
C 5.7771 -5.8068 4.6577 -0.06 0.04 -0.07
F 6.6446 -6.5421 3.9514 0.00 0.01 0.03
F 5.2870 -6.5672 5.6432 0.04 0.01 -0.01
F 6.4403 -4.7883 5.1996 -0.08 -0.02 0.00
H 4.2536 -5.8746 0.3844 -0.04 -0.02 -0.02
H 2.6751 -5.0861 0.2352 -0.01 -0.01 0.00
H 3.9798 -4.2942 1.1294 -0.04 0.01 0.01
H 2.5751 -6.8984 1.9357 0.06 -0.03 0.04
H 2.3311 -5.3307 2.7131 0.06 0.04 0.02
C 4.6709 3.9899 -1.7871 0.13 -0.11 0.02
C 4.0962 3.3673 -3.0385 -0.18 0.26 -0.05
O 4.8300 2.1894 -3.4386 0.02 -0.14 0.15
C 4.5090 1.0731 -2.8029 0.01 0.01 -0.12
O 3.6612 0.9310 -1.9692 0.00 0.01 -0.04
C 5.3645 -0.1008 -3.3394 -0.02 0.07 0.04
F 6.6527 0.2338 -3.4179 -0.03 -0.03 0.00
F 4.9370 -0.4325 -4.5667 0.01 0.00 0.03
F 5.2420 -1.1585 -2.5483 0.00 0.00 -0.03
H 5.7232 4.2345 -1.9311 -0.02 0.03 -0.02
H 4.1274 4.9064 -1.5610 0.00 0.01 0.01
H 4.5874 3.3174 -0.9343 -0.05 0.00 -0.01
H 4.1787 4.0433 -3.8868 0.06 -0.06 -0.03
H 3.0484 3.0964 -2.9095 0.02 -0.03 0.04
C 9.7155 -5.2436 5.9485 0.22 0.04 0.07
C 9.9982 -6.5129 5.1793 -0.27 -0.02 -0.04
O 11.4179 -6.7010 4.9706 0.06 -0.01 0.06
C 12.0955 -7.1925 5.9952 0.03 -0.04 0.01
O 11.6727 -7.5124 7.0671 0.01 0.05 -0.10
C 13.5849 -7.3535 5.6025 -0.09 0.00 0.04
F 14.0500 -6.2573 4.9946 0.01 -0.02 0.01
F 13.7184 -8.3877 4.7598 0.02 0.02 0.01
F 14.3259 -7.5872 6.6787 0.00 0.00 -0.04
H 10.1559 -4.3849 5.4406 -0.05 0.00 -0.03
H 8.6417 -5.0914 6.0254 0.00 0.00 -0.01
H 10.1282 -5.2961 6.9554 -0.02 -0.04 0.00
H 9.5817 -6.4706 4.1756 0.06 0.01 -0.01
H 9.5959 -7.3907 5.6840 0.07 0.00 0.05